50
Properties=species:S:1:pos:R:3:forces:R:3 method="wB97M-V/def2-TZVPD" relative_energy_kcal_mol=0.0 spin_multiplicity=3 max_force_ev_per_a=2.2 s2=2.056 homo_energy_ev="-5.7 / -8.4" gap_ev="5.19 / 7.25" energy_ha=-1337.637263
O -0.0700 -0.1359 -3.9775 -0.52 0.21 -0.50
H -0.1238 -0.0799 -4.9473 0.05 0.02 0.68
Pt 0.2772 -0.1971 -0.7607 -0.81 1.29 1.58
N 0.1287 1.5483 0.1752 -0.40 -0.80 -0.45
N 1.7326 0.7914 -1.6326 -0.55 -2.05 -0.67
N -1.1073 -1.0902 0.3207 -0.16 -1.79 -0.54
N 0.1893 -1.9820 -1.5905 0.11 -0.50 0.17
O -0.8529 1.8662 0.9401 0.54 -0.02 -0.04
O -1.7516 -0.5270 1.3730 0.08 0.90 0.15
O 1.0189 -2.4063 -2.5890 0.39 0.08 -0.44
O 2.4486 0.2459 -2.5332 0.11 1.03 0.38
C 1.9722 2.0459 -1.1349 -0.19 0.86 1.32
C 1.1498 2.4165 -0.0476 1.19 0.15 -1.11
C -1.3330 -2.3880 0.0919 0.02 1.38 0.17
C -0.6337 -2.8843 -1.0498 0.97 0.65 -0.38
C 1.3522 3.5444 0.9044 0.11 0.59 -0.07
H 1.5908 3.1598 1.9063 -0.14 -0.12 -0.30
H 0.4585 4.1737 1.0027 0.17 -0.18 -0.08
H 2.1923 4.1746 0.5936 -0.25 -0.12 0.04
C 3.0867 2.8374 -1.7148 0.31 0.41 0.17
H 2.8936 3.0937 -2.7674 0.05 -0.21 0.28
H 4.0345 2.2826 -1.6617 -0.28 0.11 -0.11
H 3.1978 3.7730 -1.1549 0.04 -0.22 -0.22
C -2.2132 -3.1794 0.9844 -0.33 -0.60 0.09
C -0.7239 -4.2648 -1.5979 -0.18 -0.38 -0.01
H -2.9240 -2.5703 1.5474 0.17 0.07 -0.29
H -1.6437 -3.7531 1.7269 0.09 0.10 -0.13
H -2.7647 -3.9099 0.3921 -0.09 -0.04 0.05
H -0.0213 -4.3923 -2.4270 -0.20 0.01 0.29
H -1.7360 -4.4684 -1.9669 0.10 0.05 0.01
H -0.5186 -5.0170 -0.8261 0.05 0.15 -0.12
H -1.5264 0.4716 1.2700 -0.09 -0.64 0.15
H 1.4864 -1.5973 -2.9275 -0.58 -0.33 0.51
C -1.0427 0.7575 -3.4092 -0.03 -0.05 -0.33
H -0.5527 1.6801 -3.0768 -0.12 -0.03 -0.09
H -1.4929 0.2836 -2.5224 0.07 0.12 -0.52
H -1.8272 1.0014 -4.1384 0.12 -0.03 0.20
O -3.8434 2.5752 -0.4258 0.85 -0.96 0.06
H -3.9652 1.6041 -0.5167 0.07 0.96 0.11
H -2.8898 2.6540 -0.1967 -0.82 -0.06 -0.10
C 0.9015 -1.4533 3.6861 0.34 -0.32 -0.09
C 0.9439 0.0047 3.3157 0.32 0.40 -1.50
C 0.2346 0.9236 4.2728 0.18 0.39 0.01
O 1.4694 0.4041 2.2710 -0.62 -0.65 2.00
H 0.9519 -1.5895 4.7734 -0.01 0.00 -0.27
H 1.7372 -1.9675 3.2015 -0.22 -0.01 0.06
H -0.0423 -1.8938 3.3351 0.15 0.18 0.02
H 0.5906 1.9468 4.1146 -0.23 -0.15 0.08
H -0.8476 0.8782 4.0850 0.24 0.00 -0.01
H 0.4085 0.6091 5.3094 -0.06 0.14 -0.23